{
  "formula": "C53H43IN7PV",
  "method": "wB97M-V/def2-TZVPD",
  "lumo_ev": [-4.7, -4.9],
  "spin_multiplicity": 4,
  "homo_lumo_gap_ha": [0.285, 0.280],
  "total_energy_ha": -4011.487267,
  "total_charge": 2,
  "symbols": ["V", "C", "N", "C", "N", "C", "C", "C", "C", "C", "C", "C", "C", "C", "C", "C", "C", "C", "C", "P", "C", "N", "C", "C", "N", "C", "C", "C", "C", "C", "C", "C", "C", "C", "C", "C", "C", "C", "C", "N", "C", "C", "N", "C", "C", "C", "C", "C", "C", "C", "C", "C", "C", "C", "C", "C", "H", "H", "H", "H", "H", "H", "H", "H", "H", "H", "H", "H", "H", "H", "H", "H", "H", "H", "H", "H", "H", "H", "H", "H", "H", "H", "H", "H", "H", "H", "H", "H", "H", "H", "H", "H", "H", "H", "H", "I", "C", "C", "C", "C", "N", "C", "H", "H", "H", "H"],
  "positions_angstrom": [[-0.373, -0.442, -0.385], [4.820, 0.691, 0.611], [3.720, -0.012, 0.010], [2.403, 0.231, 0.218], [1.655, -0.599, -0.508], [2.517, -1.406, -1.204], [3.821, -1.030, -0.894], [5.100, -1.427, -1.486], [5.249, -1.331, -2.870], [6.466, -1.614, -3.458], [7.544, -2.000, -2.676], [7.396, -2.119, -1.305], [6.182, -1.831, -0.706], [2.081, -2.484, -2.088], [2.928, -3.546, -2.415], [2.518, -4.516, -3.310], [1.260, -4.456, -3.889], [0.396, -3.430, -3.544], [0.802, -2.462, -2.646], [1.797, 1.508, 1.381], [0.548, 2.216, 0.250], [-0.241, 1.503, -0.549], [-0.975, 2.391, -1.295], [-0.629, 3.677, -0.900], [0.340, 3.536, 0.054], [1.042, 4.599, 0.718], [-1.122, 5.002, -1.298], [-0.267, 5.913, -1.912], [-0.715, 7.180, -2.241], [-2.018, 7.557, -1.951], [-2.878, 6.652, -1.349], [-2.437, 5.382, -1.021], [-1.764, 1.963, -2.444], [-2.650, 2.808, -3.117], [-3.261, 2.382, -4.281], [-3.016, 1.116, -4.788], [-2.138, 0.266, -4.131], [-1.515, 0.694, -2.976], [0.606, 0.401, 2.205], [-0.149, -0.454, 1.523], [-0.829, -1.210, 2.427], [-0.495, -0.775, 3.702], [0.417, 0.231, 3.534], [1.081, 0.978, 4.566], [-0.938, -1.278, 4.996], [-0.967, -2.658, 5.199], [-1.388, -3.174, 6.408], [-1.788, -2.325, 7.429], [-1.757, -0.953, 7.234], [-1.337, -0.427, 6.025], [-1.685, -2.295, 1.967], [-2.875, -2.617, 2.616], [-3.654, -3.661, 2.152], [-3.256, -4.389, 1.040], [-2.072, -4.072, 0.389], [-1.287, -3.026, 0.843], [4.506, 1.696, 0.892], [5.642, 0.755, -0.101], [5.178, 0.170, 1.502], [4.408, -1.022, -3.475], [6.577, -1.525, -4.527], [8.494, -2.217, -3.138], [8.229, -2.432, -0.695], [6.072, -1.943, 0.363], [3.908, -3.617, -1.970], [3.190, -5.319, -3.567], [0.957, -5.204, -4.604], [-0.585, -3.375, -3.996], [0.130, -1.640, -2.398], [0.381, 5.455, 0.835], [1.910, 4.915, 0.138], [1.380, 4.257, 1.696], [0.748, 5.625, -2.144], [-0.043, 7.877, -2.716], [-2.361, 8.551, -2.194], [-3.894, 6.940, -1.125], [-3.106, 4.686, -0.534], [-2.835, 3.807, -2.756], [-3.924, 3.048, -4.811], [-3.493, 0.801, -5.702], [-1.917, -0.709, -4.539], [-0.742, 0.075, -2.509], [1.170, 0.371, 5.466], [0.517, 1.882, 4.808], [2.075, 1.263, 4.220], [-0.649, -3.312, 4.401], [-1.398, -4.242, 6.559], [-2.121, -2.730, 8.371], [-2.058, -0.289, 8.029], [-1.353, 0.643, 5.876], [-3.182, -2.042, 3.477], [-4.570, -3.911, 2.666], [-3.861, -5.211, 0.690], [-1.745, -4.663, -0.453], [-0.318, -2.819, 0.374], [-5.404, -2.746, -2.112], [-4.408, -1.328, -0.922], [-5.105, -0.459, -0.091], [-4.367, 0.437, 0.667], [-2.988, 0.443, 0.561], [-2.320, -0.384, -0.249], [-3.027, -1.251, -0.973], [-6.182, -0.475, -0.046], [-4.863, 1.117, 1.342], [-2.391, 1.130, 1.151], [-2.471, -1.942, -1.600]],
  "atomic_forces_ev_per_a": [[0.737, -1.833, -2.037], [0.616, 0.405, 0.328], [-0.746, -0.116, -0.167], [0.210, 0.191, 0.171], [1.333, -0.007, -0.070], [0.856, 0.186, 0.317], [-0.545, -0.307, -0.300], [0.287, 0.007, -0.108], [0.007, 0.081, 0.167], [0.015, -0.020, -0.063], [-0.043, -0.049, 0.005], [0.105, 0.002, 0.040], [-0.178, -0.043, -0.114], [-0.248, -0.149, -0.186], [-0.141, 0.086, 0.087], [-0.034, 0.026, -0.019], [0.013, -0.011, 0.002], [-0.166, -0.025, -0.033], [0.193, 0.141, 0.175], [-0.472, -0.344, -0.264], [0.282, 0.189, -0.061], [0.241, 1.785, 0.031], [0.254, 0.910, 0.185], [-0.367, -0.350, -0.267], [-0.165, -0.778, -0.034], [0.397, 0.623, 0.342], [-0.070, 0.244, -0.048], [-0.074, -0.099, -0.004], [0.013, 0.105, 0.018], [0.054, -0.064, -0.036], [-0.095, 0.000, 0.044], [0.215, -0.002, 0.114], [-0.026, -0.200, -0.281], [0.148, -0.161, 0.103], [-0.028, -0.102, -0.052], [-0.033, -0.043, 0.014], [0.035, -0.125, -0.008], [0.051, 0.316, 0.142], [0.228, 0.013, 0.117], [0.432, 0.237, 2.276], [0.064, 0.269, 0.785], [-0.329, -0.314, -0.470], [-0.184, -0.199, -0.769], [0.356, 0.453, 0.548], [-0.013, -0.188, 0.362], [0.105, 0.178, -0.009], [-0.045, -0.100, 0.052], [0.024, 0.061, -0.044], [-0.019, -0.004, 0.123], [-0.049, -0.084, -0.151], [-0.048, -0.296, -0.023], [0.144, 0.110, -0.180], [-0.038, 0.015, -0.014], [0.041, -0.023, -0.052], [0.065, -0.079, -0.073], [0.022, 0.033, 0.324], [0.059, -0.104, -0.051], [-0.097, 0.034, 0.042], [-0.046, 0.038, -0.067], [-0.053, 0.034, -0.052], [0.019, 0.002, -0.113], [0.105, -0.022, -0.041], [0.090, -0.046, 0.051], [-0.020, 0.013, 0.106], [0.062, 0.012, 0.027], [0.067, -0.113, -0.008], [-0.049, -0.085, -0.071], [-0.089, -0.019, -0.005], [0.061, -0.132, -0.239], [0.001, -0.053, 0.054], [-0.046, -0.021, 0.013], [-0.065, 0.083, -0.059], [0.109, -0.029, -0.040], [0.061, 0.079, -0.063], [-0.031, 0.075, -0.042], [-0.066, 0.019, 0.018], [-0.043, -0.069, 0.031], [-0.044, -0.047, 0.002], [-0.101, 0.085, -0.031], [-0.035, -0.056, -0.087], [0.005, -0.072, -0.037], [-0.091, 0.099, -0.390], [0.017, 0.016, -0.121], [0.067, -0.063, 0.019], [-0.081, -0.030, 0.082], [0.039, -0.123, -0.019], [-0.013, -0.120, 0.017], [-0.010, -0.029, 0.088], [-0.066, 0.068, 0.071], [0.018, 0.106, -0.008], [-0.053, 0.014, 0.079], [-0.085, -0.030, 0.004], [-0.034, -0.073, -0.041], [0.008, -0.044, -0.137], [-0.065, -0.124, 0.038], [0.255, 0.322, 0.280], [-0.248, -0.238, -0.274], [0.321, -0.062, -0.158], [0.061, -0.060, -0.033], [-0.260, 0.285, 0.237], [-2.426, 0.166, 0.179], [-0.469, -0.369, -0.186], [-0.094, -0.040, 0.046], [0.008, 0.107, 0.049], [-0.005, -0.033, -0.061], [-0.037, 0.100, -0.035]]
}

***

{
  "formula": "C53H44HfI2N2PSi",
  "method": "wB97M-V/def2-TZVPD",
  "lumo_ev": -2.9,
  "e_above_lowest_ev": 0.000,
  "homo_lumo_gap_ha": 0.241,
  "total_energy_ha": -3429.586031,
  "total_charge": 1,
  "symbols": ["Hf", "I", "C", "C", "C", "C", "C", "C", "C", "C", "C", "P", "C", "C", "C", "C", "C", "C", "C", "C", "C", "C", "C", "C", "C", "H", "H", "H", "H", "H", "H", "H", "H", "H", "H", "H", "H", "H", "H", "H", "H", "I", "C", "C", "C", "C", "C", "N", "H", "H", "H", "H", "C", "C", "C", "C", "C", "C", "C", "C", "N", "H", "H", "H", "H", "H", "H", "H", "H", "H", "C", "C", "C", "C", "C", "C", "Si", "C", "C", "C", "C", "C", "C", "C", "C", "C", "C", "C", "C", "H", "H", "H", "H", "H", "H", "H", "H", "H", "H", "H", "H", "H", "H", "H"],
  "positions_angstrom": [[0.909, 0.287, -0.712], [-1.787, 1.436, -1.432], [-3.630, 0.879, -0.547], [-4.526, 1.913, -0.325], [-5.932, 1.604, -0.018], [-6.392, 0.320, -0.180], [-5.462, -0.722, -0.305], [-5.929, -2.032, -0.429], [-5.077, -3.062, -0.597], [-3.694, -2.842, -0.657], [-3.159, -1.585, -0.546], [-1.349, -1.724, -0.184], [-0.949, -3.033, -1.441], [-0.765, -4.385, -1.185], [-0.488, -5.257, -2.220], [-0.377, -4.836, -3.522], [-0.535, -3.472, -3.800], [-0.871, -2.600, -2.775], [-1.156, -2.477, 1.454], [0.095, -2.896, 1.948], [0.249, -3.260, 3.267], [-0.752, -3.104, 4.189], [-2.010, -2.747, 3.694], [-2.191, -2.424, 2.347], [-4.069, -0.453, -0.437], [-4.278, 2.951, -0.545], [-6.600, 2.438, 0.175], [-7.439, 0.096, -0.124], [-6.969, -2.260, -0.443], [-5.387, -4.087, -0.616], [-3.073, -3.714, -0.650], [-0.834, -4.755, -0.173], [-0.331, -6.241, -1.859], [-0.188, -5.487, -4.317], [-0.545, -3.121, -4.866], [-1.037, -1.572, -3.013], [0.930, -2.957, 1.260], [1.194, -3.634, 3.637], [-0.500, -3.295, 5.240], [-2.753, -2.593, 4.439], [-3.151, -1.977, 2.000], [3.789, 1.164, -0.312], [3.825, -0.730, -1.191], [4.850, -1.315, -1.907], [4.711, -2.635, -2.306], [3.562, -3.334, -2.013], [2.556, -2.660, -1.393], [2.655, -1.357, -1.019], [5.771, -0.757, -2.142], [5.553, -3.053, -2.880], [3.420, -4.373, -2.293], [1.571, -3.037, -1.254], [1.323, -0.498, -4.504], [1.279, 1.016, -4.572], [1.378, 1.601, -5.781], [1.490, 3.000, -5.948], [1.440, 3.790, -4.861], [1.318, 3.240, -3.602], [1.131, 4.110, -2.428], [1.337, 1.870, -3.409], [1.239, 1.261, -2.189], [1.642, -0.929, -5.422], [0.308, -0.824, -4.376], [1.914, -0.933, -3.674], [1.362, 1.034, -6.729], [1.641, 3.318, -6.940], [1.542, 4.887, -5.002], [1.622, 3.669, -1.584], [0.091, 4.242, -2.196], [1.550, 5.135, -2.509], [-3.583, 2.455, 3.138], [-2.877, 1.387, 3.638], [-1.543, 1.180, 3.253], [-0.926, 2.093, 2.394], [-1.659, 3.181, 1.917], [-2.975, 3.378, 2.271], [0.845, 1.625, 1.811], [1.570, 0.604, 3.188], [1.482, 0.992, 4.561], [2.082, 0.220, 5.533], [2.720, -0.971, 5.191], [2.927, -1.335, 3.848], [2.278, -0.549, 2.886], [2.096, 3.035, 1.764], [3.383, 2.852, 2.396], [4.356, 3.808, 2.186], [4.173, 4.898, 1.356], [2.910, 5.106, 0.714], [1.909, 4.136, 0.979], [-4.653, 2.577, 3.374], [-3.329, 0.748, 4.425], [-1.037, 0.312, 3.732], [-1.187, 3.951, 1.322], [-3.492, 4.328, 2.037], [0.972, 1.913, 4.811], [2.031, 0.404, 6.629], [3.144, -1.565, 5.965], [3.542, -2.180, 3.539], [2.279, -0.844, 1.854], [3.653, 2.059, 3.043], [5.315, 3.791, 2.731], [4.899, 5.716, 1.364], [2.719, 6.054, 0.224], [0.913, 4.418, 0.633]],
  "atomic_forces_ev_per_a": [[-0.626, -1.475, 1.916], [-0.356, 0.280, -0.036], [-0.950, 1.447, 0.230], [-1.239, -0.960, -0.066], [1.476, 0.261, -0.981], [0.703, 1.343, 0.892], [0.437, 0.339, -0.722], [0.064, -0.653, -0.130], [0.736, -0.473, -0.089], [-0.524, 0.287, 0.616], [-0.336, -0.072, 0.509], [0.886, -0.062, -1.128], [-0.068, 0.422, -0.185], [0.030, 0.879, 0.214], [0.140, 0.075, 0.774], [-0.139, 1.523, 0.510], [-0.752, -0.119, -0.889], [0.507, -0.455, 0.322], [0.728, -0.116, 0.169], [-0.403, -0.120, -0.993], [1.125, -0.120, -0.063], [-0.842, -0.264, -0.296], [0.987, 0.396, 0.560], [-1.738, 0.703, 0.646], [1.272, -1.153, -0.050], [0.137, -0.244, 0.414], [0.052, -0.166, -0.113], [-0.329, -0.087, 0.065], [-0.759, 0.228, 0.277], [-0.472, -0.295, -0.193], [0.226, -0.203, -0.180], [0.016, -0.088, 0.158], [0.101, -1.137, -0.491], [0.327, -1.066, -0.956], [0.230, -0.306, 1.233], [-0.186, 0.616, -0.047], [0.182, -0.049, 0.048], [0.221, 0.133, -0.274], [-0.608, 0.106, -0.430], [-0.956, 0.065, 0.090], [0.627, -0.661, 0.504], [0.819, -0.223, 0.094], [-0.479, 0.072, -0.299], [0.922, 0.510, 0.090], [1.177, 0.291, -0.597], [0.095, -0.782, -0.199], [-0.553, 1.632, 0.187], [-0.049, -0.453, 0.074], [-0.633, -0.326, 0.247], [-0.634, -0.080, 0.361], [0.072, 0.175, 0.001], [-0.462, -0.733, 0.108], [-0.395, 0.624, 1.200], [1.445, -0.322, 1.304], [-0.049, 1.111, -2.317], [-0.156, -2.312, -0.125], [0.291, 1.888, -0.238], [0.094, 0.292, 0.631], [0.857, 1.185, 0.444], [-0.797, -1.251, -1.636], [-0.349, 0.735, -0.679], [0.482, -0.203, -0.821], [-0.563, -0.428, 0.220], [-0.185, 0.454, -0.361], [0.109, -0.040, 0.776], [0.046, 0.812, -0.908], [-0.212, -0.779, 0.379], [0.069, -0.222, 0.645], [-0.740, -0.042, 0.244], [-0.148, -0.562, -0.368], [-1.063, 0.595, -0.488], [0.195, -0.598, 0.629], [-0.609, -0.258, 0.709], [0.916, -0.762, -0.206], [0.059, 0.358, 0.074], [-0.460, 0.269, 0.822], [-0.595, 0.406, -0.297], [-0.224, -0.338, 1.420], [0.362, -0.080, -1.031], [-0.361, -0.695, 0.986], [0.807, 0.020, -1.379], [-0.730, 0.743, 0.494], [0.211, -0.140, 0.437], [1.272, -1.293, 1.224], [-0.991, 1.413, -1.402], [1.154, 0.341, 0.394], [-1.771, 1.268, -0.715], [1.239, -1.167, 1.889], [0.084, 2.624, -0.975], [0.689, 0.025, 0.132], [0.255, 0.308, -0.810], [-0.096, 0.806, -0.697], [0.179, -0.069, -0.179], [0.243, -0.817, -0.182], [-0.067, 0.028, 0.104], [-0.167, 0.355, -1.017], [0.312, -0.388, 0.494], [-0.275, 0.051, 0.280], [0.368, -0.285, -0.492], [-0.318, -0.845, 0.465], [-0.567, -0.362, -0.244], [-0.044, -0.471, -0.318], [-0.128, -0.314, -0.214], [0.122, -0.512, -0.201]]
}